{
  "formula": "C4H4N2O",
  "method": "ωB97M-V with the def2-TZVPD basis set",
  "e_homo_ev": [-8.299, -8.147],
  "fmax_ev_per_a": 1.1,
  "lumo_ev": [-0.332, -0.498],
  "homo_lumo_gap_ev": [7.967, 7.650],
  "total_charge": 0,
  "relative_energy_ev": 4.9225,
  "elements": ["O", "H", "H", "C", "N", "C", "N", "C", "H", "H", "C"],
  "positions_angstrom": [[0.578268, 0.866102, 0.585967], [0.653636, -0.995621, -1.660058], [0.655054, 1.578056, -1.312356], [0.313873, -0.268643, 1.352619], [0.628867, -1.368051, -0.723177], [-1.306212, 0.782733, -0.867275], [-2.446627, 0.606932, -1.016644], [0.650389, -1.488915, 0.470738], [-0.750665, -0.382427, 1.595512], [0.915154, -0.213366, 2.258501], [0.108263, 0.883199, -0.683827]],
  "forces_ev_per_angstrom": [[0.055, 0.132, -0.157], [-0.012, -0.062, 0.060], [-0.089, -0.134, 0.043], [-0.055, -0.219, 0.196], [0.091, -0.212, 0.521], [-0.885, -0.212, -0.136], [1.054, 0.164, 0.136], [-0.081, 0.187, -0.560], [0.116, 0.005, -0.025], [-0.086, -0.029, -0.131], [-0.109, 0.379, 0.054]],
  "lowdin_charge": [-0.098, 0.112, 0.116, -0.185, 0.175, -0.234, 0.141, -0.063, 0.127, 0.122, -0.212]
}